This record from the Open Molecules 2025 dataset describes a molecular structure, C35H57O3PSi2Y. The level of theory is ωB97M-V with the def2-TZVPD basis set.

- Orbital gap (alpha / beta): 5.7032 / 5.6696 eV
- Total charge: +1
- Molecular weight: 701.89 g/mol

Geometry as XYZ:
```
99
Properties=species:S:1:pos:R:3:lowdin_charge:R:1
O 0.34 3.87 -0.05 -0.169
O -0.50 4.58 -2.05 -0.094
C -0.49 4.56 0.92 -0.221
C 0.00 4.46 2.38 -0.031
H -1.51 4.19 0.88 0.119
H -0.62 5.61 0.65 0.112
H 0.06 3.42 2.71 0.077
H -0.70 4.96 3.05 0.090
H 0.97 4.92 2.52 0.076
C 1.61 4.55 -0.21 -0.187
C 1.65 6.09 -0.39 -0.043
H 2.10 4.09 -1.06 0.112
H 2.24 4.35 0.66 0.113
H 0.97 6.42 -1.17 0.055
H 2.65 6.41 -0.68 0.096
H 1.40 6.62 0.53 0.081
C 0.14 4.09 -3.22 -0.150
C -1.79 5.19 -2.10 -0.158
C 1.10 5.12 -3.82 -0.030
H -0.59 3.76 -3.96 0.141
H 0.73 3.22 -2.96 0.128
H 0.60 6.05 -4.10 0.074
H 1.57 4.73 -4.72 0.096
H 1.89 5.38 -3.12 0.071
C -1.75 6.57 -2.76 -0.034
H -2.17 5.30 -1.08 0.127
H -2.49 4.55 -2.63 0.132
H -0.98 7.20 -2.32 0.083
H -2.71 7.08 -2.64 0.096
H -1.56 6.49 -3.83 0.079
H -0.30 4.05 -1.18 0.040
Y 0.00 0.00 0.00 1.139
C -1.55 1.21 -0.56 -0.371
Si -3.32 0.86 -1.20 0.441
H -1.44 1.26 0.52 -0.025
H -0.76 1.31 -1.29 -0.039
C -4.45 2.18 -0.50 -0.197
C -4.17 -0.73 -0.68 -0.182
C -3.41 0.88 -3.07 -0.182
C 1.62 0.85 1.08 -0.385
Si 3.32 0.71 0.25 0.408
H 1.50 -0.12 1.53 -0.069
H 1.70 1.50 1.94 0.005
C 4.46 2.08 0.85 -0.178
C 3.17 0.82 -1.60 -0.189
C 4.14 -0.89 0.74 -0.181
H -2.80 1.68 -3.50 0.003
H -4.43 1.01 -3.42 0.039
H -3.04 -0.06 -3.49 0.028
H -4.27 2.32 0.56 0.027
H -5.50 1.90 -0.63 0.029
H -4.32 3.14 -0.99 0.005
H -4.00 -0.99 0.36 0.006
H -3.87 -1.56 -1.31 0.031
H -5.25 -0.63 -0.81 0.037
H 3.57 1.76 -1.98 0.030
H 2.13 0.75 -1.91 -0.007
H 3.72 0.01 -2.09 0.036
H 5.13 -0.98 0.29 0.038
H 3.57 -1.75 0.41 -0.011
H 4.27 -0.96 1.82 0.043
H 5.50 1.83 0.63 0.036
H 4.37 2.22 1.93 0.037
H 4.25 3.03 0.36 0.007
O -2.35 -1.95 1.25 0.006
C -1.46 -1.21 1.60 -0.368
C -0.81 -1.50 2.84 -0.302
C -1.29 -1.16 4.10 -0.014
C -0.52 -1.48 5.21 -0.068
C 0.73 -2.12 5.05 -0.056
C 1.18 -2.47 3.76 -0.039
C 0.37 -2.17 2.65 -0.340
P 0.60 -2.58 0.88 0.995
C 0.80 -4.26 1.51 -0.378
C 2.05 -4.89 1.47 -0.086
C 2.20 -6.20 1.96 -0.073
C 1.09 -6.88 2.48 -0.078
C -0.16 -6.26 2.50 -0.067
C -0.31 -4.96 2.02 -0.072
C 0.65 -2.89 -0.89 -0.399
C -0.29 -3.76 -1.46 -0.057
C -0.27 -4.03 -2.83 -0.051
C 0.70 -3.43 -3.65 -0.065
C 1.63 -2.56 -3.09 -0.064
C 1.61 -2.30 -1.72 -0.132
H -2.24 -0.65 4.21 0.116
H -0.87 -1.21 6.20 0.102
H 1.33 -2.35 5.91 0.102
H 2.12 -2.98 3.64 0.110
H 2.91 -4.37 1.08 0.100
H 3.16 -6.68 1.95 0.101
H 1.20 -7.89 2.86 0.102
H -1.02 -6.80 2.90 0.105
H -1.29 -4.50 2.05 0.109
H -1.05 -4.23 -0.84 0.114
H -0.99 -4.71 -3.26 0.110
H 0.72 -3.65 -4.71 0.108
H 2.38 -2.10 -3.71 0.107
H 2.33 -1.63 -1.31 0.038
```